The following is a quantum chemistry calculation of C3H5N5O in the gas phase, from the OMol25 dataset.

```
14
Properties=species:S:1:pos:R:3:forces:R:3
N 0.729740 0.705735 1.897253 -2.387 -0.713 4.013
H 0.603910 -0.138891 2.521661 -0.303 1.405 -0.337
H 1.490905 -2.490456 -0.542622 -1.478 1.565 -0.235
H -1.777094 -0.346220 -2.969266 0.535 -2.509 -1.879
N 0.480696 0.200813 0.680182 1.263 2.287 1.125
C 0.848187 -1.535823 -0.390019 0.401 -5.948 -5.125
N -0.258029 -1.361420 -1.288102 0.412 1.234 1.963
N 1.360409 -0.763451 0.405952 0.021 0.679 1.386
C -0.503395 0.759248 -0.048085 -1.754 -0.771 -2.952
H 1.657222 0.915807 2.133601 1.906 0.809 -0.833
O -1.703650 0.141883 -2.200226 0.411 3.231 5.237
N -1.138449 1.845102 0.053791 -0.744 -0.755 -0.670
C -0.874403 -0.211407 -1.156659 1.070 -1.737 -3.195
H -0.916048 2.279081 0.902539 0.646 1.225 1.501
```
Positions in Å, forces in eV/Å.

Computed properties:
LUMO energy	0.2	eV
gap between HOMO and LUMO	9.04	eV
ΔE to the lowest compared entry with this formula, charge and spin	64.63	kcal per mole
SMILES	[H]/N=c1/c(O)ncnn1N
maximum force	7.86	eV/A
net charge	0
HOMO	-8.8	eV

Atom charges from the Löwdin analysis, given in e for atoms 1 to 2:
1 N 0.0791
2 H 0.1263